Record 1
101
Properties=species:S:1:pos:R:3:forces:R:3 method="wB97M-V/def2-TZVPD" de_lowest_kj_mol=42.7 lumo_ha=0.002 energy_ha=-2061.069341 fmax_ha_per_bohr=0.05128 smiles="COC[C@H](C)N.COC[C@H](C)N.COC[C@H](C)N.COC[C@H](C)N.NC(N)=O.NC(N)=O.NC(N)=O.O.O.O" homo_ev=-9.15
H -3.123 4.794 -5.463 -0.09 0.06 0.10
N 0.141 1.888 3.240 0.19 0.19 -0.38
H 6.846 -2.275 -1.996 0.07 -0.30 -0.05
C 0.390 1.129 -3.437 -1.09 0.31 -1.31
H -0.742 -6.043 -1.379 -0.16 -0.14 -0.02
H -0.843 0.111 1.269 -0.04 0.12 0.36
H -2.073 -3.038 -0.750 0.03 -0.33 0.03
N -4.776 -0.425 1.116 0.43 0.33 -0.52
H 2.205 -5.600 -1.603 0.32 -0.15 0.15
H 3.003 0.287 2.241 -0.06 0.20 0.26
H -1.992 -2.066 0.700 -0.19 0.15 -0.07
C -0.691 5.126 -2.955 0.45 0.38 -1.40
H 1.307 3.854 1.979 -0.33 -0.11 0.27
C 4.833 -2.426 -1.968 -0.08 0.66 -0.26
C 1.144 2.976 1.359 0.15 -0.23 -0.70
H -4.104 -3.587 2.164 0.23 -0.24 -0.26
H 2.892 -2.294 -1.518 -0.17 -0.30 0.12
N 4.799 4.385 1.348 0.36 -0.97 0.60
C 1.057 -7.343 0.464 -0.44 0.17 -0.58
H -5.538 -3.129 1.286 -0.11 0.28 -0.18
O 3.542 0.634 2.972 -0.01 -0.16 -0.20
H -0.838 -9.252 0.133 -0.02 -0.09 0.15
N -0.996 -6.949 -1.008 0.37 0.03 -0.04
O 1.844 -6.169 0.405 0.21 0.08 0.32
O 1.216 -0.027 1.391 0.66 0.19 1.13
H 6.210 -3.024 -0.568 0.23 0.09 0.06
H -2.090 -3.774 0.924 -0.15 -0.36 -0.31
H 0.114 0.814 -0.023 -0.52 0.46 -0.04
H 6.496 5.828 0.150 0.03 -0.03 -0.04
C -4.372 -1.462 2.109 -1.63 0.37 -2.04
H 1.245 -7.756 1.452 0.11 0.00 0.07
O -1.178 4.148 -2.076 0.93 -0.34 0.58
H 1.008 3.344 0.339 0.20 -0.20 -0.06
C -1.116 -8.455 0.830 -0.27 -0.82 -0.38
H 2.053 -0.158 -3.455 0.06 0.25 0.23
N 1.151 0.066 -3.837 0.77 -0.86 0.06
H 1.385 -8.077 -0.278 0.03 -0.02 -0.17
H -5.476 -0.198 3.460 0.04 0.00 -0.02
H 0.133 -1.725 0.999 -0.07 0.10 0.43
H -2.640 5.062 -0.986 0.20 0.60 0.35
O -0.622 1.453 -4.060 0.61 -0.21 0.66
C 0.015 2.058 1.775 -0.56 -0.08 1.45
H -1.914 6.763 -5.505 0.08 0.57 -0.12
C 0.043 0.721 1.068 0.43 -0.67 -1.44
H 1.716 1.436 -1.984 0.09 0.55 0.78
H -0.244 3.773 3.921 0.19 -0.03 0.27
H -1.447 4.152 -5.481 -0.06 0.33 -0.25
H 1.520 -1.625 0.091 0.69 0.16 0.22
H 0.229 2.481 -1.951 0.35 0.21 0.15
H -0.976 5.089 -0.152 0.13 0.68 -0.62
O 3.444 6.190 0.888 0.56 -0.77 0.25
H 2.029 2.336 1.430 0.27 0.40 -0.26
H -3.338 -1.285 2.399 -0.05 0.12 0.25
N 5.553 6.161 0.110 0.26 0.06 0.07
C 1.176 -1.387 1.106 -1.75 -0.79 -1.13
H 5.733 4.042 1.475 0.20 0.27 -0.30
H -2.450 3.632 -4.233 -0.58 0.07 -0.25
H 1.025 1.406 3.378 -0.13 0.01 0.46
N 6.072 -2.455 -1.383 -0.19 -0.17 0.09
H -3.143 1.540 4.576 0.06 -0.03 -0.05
H -6.370 -1.674 3.046 0.02 0.26 -0.80
H -0.164 5.978 -2.514 -0.59 0.12 0.66
C -2.267 4.520 -4.853 0.82 -1.62 0.55
H -0.991 2.458 1.610 0.18 0.26 -0.23
H 0.641 -5.208 -0.959 0.23 0.53 0.16
H -5.112 -1.803 4.122 0.37 0.30 0.01
H 0.117 4.708 -3.569 -0.13 -0.63 0.10
C 4.529 5.617 0.840 -1.01 0.67 -0.72
H -5.725 -0.607 0.798 -0.13 0.02 0.50
H -4.282 -0.480 0.228 0.47 -0.21 0.33
C -1.773 5.587 -3.928 0.10 1.84 0.06
C -4.498 -2.850 1.450 0.52 0.19 0.86
H 3.650 -0.107 3.577 0.01 0.09 -0.02
H -2.007 -6.974 -0.974 -0.03 -0.07 -0.04
H -0.798 -6.403 1.052 0.32 0.31 -0.08
H -1.895 3.679 -0.251 -0.12 -0.15 -0.30
H -0.388 6.564 -5.113 0.04 0.00 0.13
N 3.771 -2.552 -1.112 0.16 -0.10 -0.36
C -2.447 -2.970 0.269 0.42 0.64 0.39
H 2.080 -4.338 -0.339 -0.03 0.12 -0.20
O -0.352 4.626 4.386 -0.15 -0.08 -0.18
C -0.465 -7.174 0.342 -0.42 0.05 0.74
O -2.693 0.999 3.917 -0.25 0.03 -0.17
H 0.988 -0.412 -4.704 -0.50 0.38 -0.10
H -3.231 1.093 3.116 0.04 -0.05 0.11
H -2.611 5.950 -3.323 -0.02 0.01 0.00
C -5.374 -1.251 3.209 0.04 -1.05 1.88
N -1.292 6.797 -4.702 -0.33 -1.06 0.32
H -0.630 1.370 3.650 0.09 -0.17 -0.21
H -2.206 -8.391 0.792 0.01 0.16 -0.06
H -0.876 -8.782 1.842 0.29 0.29 0.00
C 1.696 -5.290 -0.686 -0.63 -0.50 -0.01
H 3.841 -2.854 -0.162 0.01 0.17 0.12
H 1.593 -2.045 1.867 0.52 0.40 0.06
H -0.802 4.401 5.206 0.05 0.00 -0.03
N 0.848 1.781 -2.337 -0.28 -0.52 -0.61
H 4.134 3.788 1.806 -0.52 0.59 0.03
O 4.663 -2.173 -3.151 0.04 0.08 0.22
H 5.365 7.050 -0.313 0.06 0.09 0.13
C -1.672 4.584 -0.826 -0.68 -1.00 0.25
O -3.842 -2.886 0.200 -0.26 -0.50 0.04

Record 2
107
Properties=species:S:1:pos:R:3:forces:R:3 method="wB97M-V/def2-TZVPD" lumo_ha=0.018 energy_ha=-2430.861573 fmax_ha_per_bohr=0.07742 smiles="NC(N)=O.NC(N)=O.NC(N)=O.NC(N)=O.NC(N)=O.NC(N)=O.NC(N)=O.CC(C)O.CC(C)O.CC(C)O.CC(C)O.O" homo_ev=-9.52
H -4.593 -2.170 -1.799 0.65 -0.93 -0.38
H 2.508 -0.253 0.071 0.07 -0.53 -0.58
C -2.430 0.668 1.948 -0.23 -0.04 -0.44
H 3.187 1.006 -2.148 0.54 0.46 -0.69
O 0.524 -1.971 5.453 -0.76 0.45 -0.01
H -4.200 -0.009 1.330 -1.16 0.22 -1.24
N -1.850 3.875 -3.726 -2.42 1.19 -0.81
H 0.210 3.176 1.231 0.54 0.12 -0.25
H 4.543 2.197 -4.674 -0.45 -0.40 0.00
H -3.255 -5.566 -2.702 0.39 0.43 -0.17
C 3.966 1.378 -4.198 0.08 0.77 0.49
C -5.905 0.956 -1.360 0.95 1.64 0.69
H -1.286 5.179 3.224 0.33 -0.45 2.18
N -1.350 -0.688 5.238 -1.81 0.63 -0.93
H -1.309 4.010 -4.581 -0.26 -0.27 0.71
H 4.532 0.450 -4.363 -0.13 0.22 0.55
C 5.154 1.992 -1.967 -2.45 1.85 -1.59
H 2.063 2.242 0.346 -0.18 1.38 -0.22
H -0.324 -1.777 -0.664 -0.60 0.37 -0.17
H -5.803 2.034 -1.611 0.22 -0.63 -0.62
H -6.315 -1.698 -1.662 0.16 -0.01 -0.21
N 2.267 -2.754 2.744 -0.40 0.38 0.24
H -0.355 -3.083 4.509 -0.41 -2.30 -1.17
H 2.418 -1.738 2.859 0.14 -1.30 -0.56
H -1.925 -0.065 4.553 1.83 -1.06 1.20
H -1.069 4.971 0.350 0.21 0.49 -0.61
O -0.523 3.611 1.665 0.09 -2.88 0.93
H -1.884 -3.426 -1.766 -0.61 0.28 0.18
O 4.262 0.756 1.238 -0.66 1.33 0.38
H -2.604 1.019 -0.058 -0.57 -0.06 -0.14
H 0.033 -4.766 4.149 0.93 -1.02 0.51
H 0.206 2.659 -3.608 1.17 0.49 -0.78
H 1.679 -0.142 5.077 0.79 0.46 -0.14
H 4.601 -1.683 0.798 -1.22 -0.55 0.28
C 0.659 -0.052 -0.401 -2.81 0.11 -0.02
O -1.749 0.727 2.966 0.42 0.71 0.02
H 1.697 -3.216 3.406 -0.76 0.18 0.92
H 3.386 2.787 0.602 0.06 0.51 0.26
H -0.019 1.863 -2.159 -0.05 -0.22 0.43
H 2.762 3.364 -1.907 0.10 -0.23 0.62
C -1.616 5.456 2.282 -2.16 1.53 -0.39
H -5.058 -0.069 -3.120 0.01 0.33 -1.15
N -0.493 -0.789 -0.511 0.29 -0.11 -0.24
N 5.346 -1.058 0.607 3.92 0.02 -0.68
C 5.346 0.248 1.002 -0.91 -1.60 -0.03
H 5.646 1.053 -1.912 0.44 -0.77 0.06
C -1.328 -4.721 -3.360 -0.28 0.62 1.14
C 3.731 1.813 -2.723 0.48 -1.77 1.34
N 1.771 -0.802 -0.405 2.55 1.57 1.19
H 1.668 -5.298 2.115 -1.17 -0.06 0.39
N -2.281 1.400 0.810 0.38 -0.41 1.10
H 0.542 6.731 1.522 -0.03 -0.49 -0.53
H -2.580 -6.174 -4.183 -0.24 -0.32 -0.67
O 2.841 2.927 -2.758 0.71 0.13 -0.81
C -0.632 4.929 1.346 0.30 0.90 -1.65
H -5.667 1.054 -0.273 0.03 -0.71 -0.55
O -3.574 0.278 -1.708 -1.20 -3.40 0.53
H 2.998 1.254 -4.693 0.14 0.17 -0.02
C -1.397 -3.344 -2.727 0.83 0.15 -0.39
H -1.728 6.539 2.253 0.26 0.15 -0.11
H -1.334 -0.354 -0.893 0.46 -0.39 0.18
N 6.541 0.867 1.132 3.49 -0.64 -1.21
H 6.271 -1.551 0.581 -1.44 0.73 0.05
H 7.455 0.524 0.696 -2.37 0.17 0.88
H 5.667 2.702 -2.618 0.56 -0.15 0.10
N -1.851 -3.083 2.147 1.34 -1.46 1.09
H -2.011 -2.234 2.659 -0.08 0.13 -0.23
N -0.435 2.277 -2.975 0.38 -0.50 0.02
O -2.380 2.490 -1.954 -0.56 1.34 -0.42
O 2.496 3.145 0.433 0.13 -1.97 -0.23
H 0.494 1.039 4.701 0.23 -0.44 -0.24
N -3.482 -0.245 1.952 0.26 -0.14 1.25
H -2.859 4.119 -3.777 1.33 -0.06 -0.11
C -1.620 2.884 -2.848 0.76 -1.49 1.02
H -3.250 -4.433 -4.143 0.38 -1.62 0.44
H 1.336 5.429 0.585 0.24 -0.12 -0.37
N 2.577 -4.951 1.934 -0.22 0.00 0.83
H -5.165 -1.254 -0.376 -0.06 -0.66 -0.81
H -1.813 -2.611 -3.424 -0.37 -0.09 0.35
H -3.354 1.154 -1.905 0.60 2.65 -0.84
C 0.691 5.634 1.420 0.16 1.76 0.48
O 3.715 -3.302 1.067 0.26 1.32 -0.30
O -0.522 -4.914 1.893 0.53 -1.55 -1.45
N -0.551 -4.009 3.941 -0.93 3.23 0.38
H -3.870 -0.313 2.898 0.35 -0.17 -0.57
H -6.970 0.775 -1.403 -0.16 -0.61 -0.39
C -0.028 -0.903 5.104 1.05 -0.25 0.07
H -2.633 5.081 2.106 0.35 -0.31 0.08
C -0.929 -4.046 2.617 -1.24 2.21 0.86
H 1.834 -1.762 -0.107 -0.57 -0.20 -0.12
C -5.274 -1.428 -1.480 0.02 2.10 1.34
C 2.848 -3.607 1.892 1.66 -0.66 -1.45
H 3.074 -5.508 1.264 0.19 0.37 -0.17
N 0.824 0.077 4.604 -1.41 0.05 0.40
H -1.438 1.950 0.729 -0.07 0.12 0.23
C -4.918 -0.031 -2.068 -1.29 -0.27 2.40
H 5.073 2.479 -0.994 -0.21 -0.33 0.04
H -1.851 -1.446 5.703 0.35 0.32 -0.35
H -0.385 -2.996 -2.514 0.21 0.00 -0.07
H -2.004 -3.135 1.157 -0.05 0.36 0.03
H 1.244 5.415 2.329 -0.05 -0.57 0.21
H -0.865 -5.333 -2.580 0.70 -0.45 -0.55
C -2.687 -5.278 -3.603 -1.59 1.30 -0.34
O 0.596 1.195 -0.322 0.90 -1.02 -0.18
H 6.710 1.756 1.545 -0.91 0.53 0.19
H 0.257 -4.911 -4.460 -0.61 0.31 -0.34
O -0.670 -4.647 -4.616 1.19 -0.63 0.43